A single C2H5NO2S2 molecule in a non-equilibrium geometry, computed with ωB97M-V with the def2-TZVPD basis set.

Geometry as ORCA input:
```
! RIJCOSX wB97M-V def2-TZVPD def2/J DEFGRID3
* xyz 0 1
C 0.956 -0.378 0.267
C -0.400 -0.945 0.242
N 1.029 0.992 -0.388
O -1.849 0.816 -1.272
O -2.549 0.352 1.068
S 2.202 2.083 -0.133
S -1.455 0.609 0.156
H 1.209 -0.283 1.228
H 1.605 -1.064 -0.263
H -0.566 -1.691 -0.663
H -0.755 -1.662 1.062
H 0.573 1.172 -1.305
*
```

## Properties
Maximum force (eV/Å): 4.03
HOMO-LUMO gap (alpha / beta) (eV): 7.9258 / 6.4452
E_tot (a.u.): -1080.68469
LUMO energy (alpha / beta) (Eh): -0.0494 / -0.0869
Highest occupied orbital energy (alpha / beta) (eV): -9.27 / -8.81

***

C63H61Br2Ge2HgN2OS4 as an isolated structure, computed with ωB97M-V with the def2-TZVPD basis set.

Geometry as ORCA input:
```
! RIJCOSX wB97M-V def2-TZVPD def2/J DEFGRID3
* xyz -2 2
Hg 0.230 -0.060 0.830
Br -1.169 4.606 2.630
C -2.174 3.472 1.477
C -3.487 3.803 1.188
C -4.208 2.974 0.354
Br -6.034 3.455 0.009
C -3.666 1.813 -0.230
C -4.365 0.939 -1.110
C -3.705 -0.214 -1.575
C -2.413 -0.467 -1.201
N -1.695 0.369 -0.404
C -2.316 1.498 0.094
C -1.535 2.330 0.963
O -0.299 2.048 1.251
H -3.933 4.691 1.612
H -5.381 1.157 -1.403
H -4.217 -0.914 -2.224
H -1.901 -1.367 -1.526
C 6.589 -6.718 3.273
C 6.354 -5.231 3.248
C 6.060 -4.526 4.409
C 5.882 -3.149 4.398
C 5.530 -2.412 5.660
C 6.028 -2.455 3.192
C 6.292 -3.149 2.008
C 6.421 -2.446 0.679
C 6.444 -4.530 2.057
C 6.068 -0.960 3.195
C 7.319 -0.424 3.504
C 7.523 0.942 3.539
C 6.476 1.782 3.210
C 5.227 1.273 2.858
C 4.994 -0.116 2.886
Ge 3.167 -0.798 2.445
S 2.668 -0.411 0.358
S 1.566 -0.028 3.866
Ge 0.728 -2.115 3.575
S -0.661 -2.196 1.920
S 2.774 -2.962 3.056
C -0.094 -2.839 5.247
C 0.198 -4.141 5.689
C -0.301 -4.608 6.903
C -1.118 -3.813 7.683
C -1.464 -2.556 7.225
C -0.976 -2.058 6.015
C -1.508 -0.705 5.655
C -2.699 -0.586 4.932
C -3.425 -1.761 4.333
C -3.281 0.674 4.793
C -2.733 1.802 5.374
C -3.448 3.123 5.319
C -1.532 1.668 6.066
C -0.920 0.435 6.225
C 0.338 0.319 7.049
C 0.970 -5.138 4.885
C 2.299 -5.436 5.189
C 3.044 -4.678 6.257
C 2.943 -6.458 4.497
C 2.296 -7.182 3.508
C 2.988 -8.288 2.757
C 0.976 -6.868 3.217
C 0.295 -5.867 3.893
C -1.154 -5.608 3.578
C 4.245 2.284 2.360
C 3.350 2.937 3.204
C 3.234 2.607 4.672
C 2.540 3.945 2.681
C 2.619 4.324 1.354
C 1.748 5.412 0.787
C 3.545 3.683 0.537
C 4.370 2.684 1.018
C 5.403 2.069 0.111
H 6.339 -7.142 4.246
H 7.637 -6.949 3.064
H 5.985 -7.218 2.517
H 5.966 -5.064 5.347
H 5.590 -3.071 6.528
H 4.507 -2.028 5.592
H 6.189 -1.557 5.821
H 6.200 -1.383 0.752
H 5.726 -2.878 -0.043
H 7.433 -2.558 0.282
H 6.648 -5.069 1.135
H 8.132 -1.106 3.727
H 8.495 1.347 3.796
H 6.619 2.856 3.183
H -0.054 -5.617 7.215
H -1.502 -4.178 8.629
H -2.138 -1.932 7.801
H -2.980 -2.713 4.618
H -3.392 -1.700 3.248
H -4.473 -1.753 4.645
H -4.203 0.759 4.226
H -4.248 3.104 4.579
H -2.764 3.930 5.061
H -3.888 3.356 6.293
H -1.070 2.550 6.499
H 0.722 1.309 7.296
H 1.116 -0.222 6.506
H 0.148 -0.222 7.980
H 2.587 -3.710 6.455
H 4.075 -4.509 5.942
H 3.062 -5.241 7.195
H 3.979 -6.680 4.734
H 3.936 -8.551 3.225
H 3.190 -7.988 1.725
H 2.364 -9.183 2.722
H 0.454 -7.430 2.448
H -1.582 -6.452 3.037
H -1.264 -4.717 2.955
H -1.734 -5.441 4.487
H 4.017 1.926 5.001
H 2.272 2.135 4.878
H 3.292 3.520 5.270
H 1.819 4.429 3.332
H 1.184 5.917 1.569
H 1.024 4.991 0.086
H 2.352 6.150 0.252
H 3.629 3.975 -0.503
H 5.387 2.550 -0.866
H 5.195 1.010 -0.040
H 6.408 2.157 0.534
N 0.335 1.529 -2.497
C 1.632 1.537 -2.970
C 2.282 2.745 -3.253
C 3.554 2.754 -3.799
C 4.216 1.565 -4.081
C 3.574 0.363 -3.805
C 2.301 0.344 -3.265
H 0.060 2.329 -1.946
H 0.006 0.676 -2.067
H 1.772 3.678 -3.040
H 4.039 3.703 -3.999
H 5.220 1.576 -4.486
H 4.078 -0.575 -4.005
H 1.820 -0.600 -3.037
*
```

## Properties
Maximum force (eV/Å): 0.41
HOMO-LUMO gap (alpha / beta) (eV): 3.5136 / 5.5703
E_tot (a.u.): -13670.45395
LUMO energy (alpha / beta) (Eh): 0.1352 / 0.1352
Highest occupied orbital energy (alpha / beta) (eV): 0.17 / -1.89

***

A single C2ClF2N molecule in a non-equilibrium geometry, computed with ωB97M-V with the def2-TZVPD basis set.

Geometry as ORCA input:
```
! RIJCOSX wB97M-V def2-TZVPD def2/J DEFGRID3
* xyz 0 1
N 2.009 -0.845 -0.078
C 0.975 -0.345 -0.117
C -0.452 0.272 -0.038
F -0.644 1.236 -0.880
F -0.444 0.789 1.159
Cl -1.444 -1.106 -0.046
*
```

## Properties
SMILES: N#CC(F)(F)Cl
Maximum force (eV/Å): 4.51
HOMO-LUMO gap (eV): 12.9540
E_tot (a.u.): -790.84959
LUMO energy (Eh): 0.0247
Highest occupied orbital energy (eV): -12.28

***

An isolated ion of composition C8H15N2 and charge +1 in a non-equilibrium geometry, computed with ωB97M-V with the def2-TZVPD basis set.

Geometry as ORCA input:
```
! RIJCOSX wB97M-V def2-TZVPD def2/J DEFGRID3
* xyz 1 1
C -1.862 0.028 0.186
C -0.986 -0.615 -0.627
C -1.220 -2.095 -0.951
C 0.009 0.216 -1.471
C -0.183 0.224 -2.941
C 0.889 1.017 -0.906
N 1.142 1.341 0.465
C 1.068 0.498 1.482
C 0.917 1.141 2.836
N 1.224 -0.787 1.495
H -1.788 1.064 0.430
H -2.727 -0.548 0.736
H -0.806 -2.546 -1.868
H -0.931 -2.691 -0.053
H -2.266 -2.341 -0.970
H -0.831 1.116 -3.204
H 0.677 0.357 -3.560
H -0.753 -0.709 -3.243
H 1.581 1.536 -1.499
H 0.834 2.259 0.593
H 0.539 2.071 2.888
H 0.453 0.472 3.586
H 1.825 1.321 3.379
H 1.690 -1.205 0.756
H 1.505 -1.122 2.460
*
```

## Properties
SMILES: C=C(C)/C(C)=C\NC(C)=[NH2+]
Maximum force (eV/Å): 3.72
HOMO-LUMO gap (eV): 9.3545
E_tot (a.u.): -423.03959
LUMO energy (Eh): -0.1263
Highest occupied orbital energy (eV): -12.79

***

A 2-piece molecular cluster, C4H6O2 overall, computed with ωB97M-V with the def2-TZVPD basis set.

Geometry as ORCA input:
```
! RIJCOSX wB97M-V def2-TZVPD def2/J DEFGRID3
* xyz 0 1
O -1.281 0.908 1.270
C -0.525 0.307 0.554
C 0.958 -0.048 0.683
C 0.616 -1.257 -0.206
O 1.178 -2.285 -0.454
C -0.756 -0.678 -0.595
H 1.281 -0.224 1.710
H 1.670 0.630 0.187
H -0.744 -0.258 -1.612
H -1.643 -1.300 -0.471
H -0.614 2.181 -0.258
H -0.139 2.022 -0.808
*
```

## Properties
SMILES: O=C1CC(=O)C1.[H][H]
Maximum force (eV/Å): 0.82
HOMO-LUMO gap (eV): 9.9374
E_tot (a.u.): -306.40587
LUMO energy (Eh): 0.0061
Highest occupied orbital energy (eV): -9.77

***

C13H17HfN7OS as an isolated structure, computed with ωB97M-V with the def2-TZVPD basis set.

Geometry as ORCA input:
```
! RIJCOSX wB97M-V def2-TZVPD def2/J DEFGRID3
* xyz 4 1
Hf -0.491 0.402 -0.888
C -3.175 -0.905 2.528
C -2.338 -0.189 1.545
N -2.294 -0.416 0.262
N -3.158 -1.292 -0.345
C -3.096 -1.512 -1.676
N -3.991 -2.260 -2.252
S -1.815 -0.833 -2.649
C -1.448 0.914 1.994
C -1.544 1.456 3.258
C -0.755 2.559 3.601
C 0.125 3.075 2.662
C 0.187 2.482 1.414
N -0.581 1.429 1.069
H -3.658 -1.795 2.135
H -3.948 -0.252 2.951
H -2.554 -1.213 3.375
H -3.943 -1.650 0.185
H -4.773 -2.692 -1.767
H -3.945 -2.450 -3.248
H -2.231 1.045 3.985
H -0.837 3.002 4.586
H 0.753 3.925 2.895
H 0.871 2.859 0.661
C 3.112 -2.679 -0.553
N 2.990 -1.334 -1.161
C 4.064 -0.794 -1.846
C 4.000 0.433 -2.399
C 2.801 1.193 -2.273
N 1.729 0.617 -1.626
C 1.879 -0.625 -1.096
O 0.791 -1.064 -0.505
N 2.700 2.403 -2.765
H 4.043 -2.730 0.007
H 3.132 -3.438 -1.334
H 2.276 -2.865 0.111
H 4.949 -1.415 -1.914
H 4.845 0.837 -2.942
H 3.480 2.834 -3.248
H 1.848 2.940 -2.736
*
```

## Properties
Maximum force (eV/Å): 0.86
HOMO-LUMO gap (eV): 7.6785
E_tot (a.u.): -1408.93170
LUMO energy (Eh): -0.5329
Highest occupied orbital energy (eV): -22.18

***

In kcal per mole, the relative energy (zero: lowest compared OMol25 entry of this formula, charge and spin) values for the records above are, in order, 83.0 2.5 10.4 34.3 63.0 2.3.